1.
{
  "formula": "C5H11NS",
  "method": "the ωB97M-V functional and the def2-TZVPD basis",
  "species": ["C", "C", "S", "H", "H", "H", "H", "H", "C", "C", "C", "N", "H", "H", "H", "H", "H", "H"],
  "coordinates": [[0.03586, 0.45650, -2.38381], [1.23389, 1.11304, -1.65769], [1.71031, 0.27483, -0.16346], [-0.26501, 1.06259, -3.23768], [-0.79140, 0.38660, -1.66564], [0.26249, -0.57826, -2.64153], [0.97905, 2.16981, -1.54666], [2.11118, 1.06177, -2.31283], [-1.71794, -0.64362, 1.56778], [-2.38753, -0.39963, 0.34509], [-0.32820, -1.29009, 1.34400], [-0.39140, 0.09937, 1.84763], [-2.07365, -0.92648, 2.54860], [-2.51437, -1.20254, -0.37244], [-3.00184, 0.48187, 0.19509], [-0.24748, -1.62392, 0.32995], [-0.06361, -2.02461, 2.09386], [-0.22270, 0.67215, 1.01920]],
  "atomic_forces_ev_per_a": [[0.436, -0.020, 0.620], [-0.926, -0.137, -0.635], [0.080, 0.217, -0.015], [-0.023, -0.221, -0.169], [-0.092, 0.232, -0.075], [0.055, 0.091, -0.328], [0.296, 0.006, 0.383], [0.024, -0.030, -0.026], [3.074, -0.880, -0.242], [-0.976, 0.295, 0.267], [-2.422, -0.544, 1.564], [-0.149, -0.371, -1.037], [-0.862, 0.367, -0.082], [0.194, 0.095, -0.115], [0.073, 0.079, -0.041], [0.835, 0.452, -0.320], [0.384, 0.089, -0.022], [-0.001, 0.281, 0.273]],
  "relative_energy_kj_mol": 616.4,
  "gap_ev": 4.48,
  "max_force_ev_per_a": 3.21
}

***

2.
{
  "formula": "C22H20N6O4S",
  "method": "the ωB97M-V functional and the def2-TZVPD basis",
  "species": ["C", "H", "H", "H", "O", "C", "C", "C", "C", "C", "C", "H", "H", "N", "C", "N", "N", "C", "C", "C", "C", "C", "O", "N", "C", "O", "N", "H", "H", "H", "H", "H", "S", "C", "C", "O", "N", "C", "C", "C", "C", "C", "C", "H", "H", "H", "H", "H", "H", "H", "H", "H", "H"],
  "coordinates": [[4.79733, 3.68189, 1.13553], [4.43217, 4.10730, 0.19661], [5.88203, 3.60149, 1.10029], [4.51047, 4.31926, 1.97707], [4.32714, 2.35945, 1.30109], [2.99914, 2.13601, 1.27395], [2.60637, 0.79416, 1.20616], [1.27793, 0.45623, 1.10213], [0.31208, 1.45872, 1.07881], [0.68338, 2.78651, 1.21427], [2.01979, 3.12778, 1.30594], [2.28952, 4.16772, 1.38546], [-0.07274, 3.55711, 1.23036], [-1.03529, 1.10754, 0.83462], [-1.82552, 0.25988, 1.55913], [-2.95436, 0.04366, 0.92802], [-2.91535, 0.72710, -0.22667], [-1.78577, 1.36671, -0.28929], [-1.35148, 2.22233, -1.43054], [0.08437, 1.96470, -1.77877], [1.03106, 2.92395, -1.80303], [2.42625, 2.58747, -1.99356], [3.35582, 3.36109, -1.93675], [2.64685, 1.23125, -2.22046], [1.71380, 0.22640, -2.24387], [1.97738, -0.93280, -2.42954], [0.41911, 0.66267, -2.02572], [-0.29494, -0.05483, -2.02209], [3.61137, 0.94386, -2.34514], [0.79589, 3.95744, -1.61986], [-2.00870, 1.98626, -2.27131], [-1.48395, 3.27753, -1.18336], [-1.34462, -0.39601, 3.08899], [-2.64306, -1.66556, 3.30370], [-2.31618, -2.88117, 2.43430], [-1.73024, -3.83976, 2.88362], [-2.72951, -2.71934, 1.15575], [-2.41581, -3.49548, 0.03381], [-1.79658, -4.73800, 0.11436], [-1.49501, -5.42669, -1.04708], [-1.80491, -4.89471, -2.28686], [-2.42593, -3.65873, -2.36613], [-2.73155, -2.96013, -1.21445], [-3.21495, -1.99397, -1.27071], [-2.67207, -3.23637, -3.32949], [-1.56363, -5.43798, -3.18782], [-1.01125, -6.38956, -0.97917], [-1.55005, -5.15028, 1.07835], [-3.18961, -1.83395, 0.93660], [-3.60028, -1.20816, 3.06213], [-2.59180, -1.94416, 4.35500], [0.98589, -0.57957, 1.01626], [3.37002, 0.03373, 1.20937]],
  "atomic_forces_ev_per_a": [[0.093, 0.322, -0.089], [0.003, -0.023, 0.064], [-0.072, 0.054, 0.014], [0.007, -0.041, -0.007], [-0.123, -0.336, 0.054], [-0.250, -0.084, -0.011], [0.153, 0.131, 0.044], [-0.030, 0.173, -0.023], [0.580, 0.267, 0.293], [-0.133, -0.393, 0.197], [0.316, 0.099, 0.090], [0.070, 0.105, -0.022], [-0.095, 0.082, -0.030], [-0.819, -0.293, 0.002], [-0.176, 0.094, -0.073], [0.148, -0.195, 0.921], [-0.068, 0.582, -1.075], [-0.060, -0.077, 0.011], [0.023, 0.066, 0.076], [0.448, 0.593, -0.308], [-0.382, -0.083, -0.200], [-0.273, -0.248, -0.002], [0.258, 0.218, -0.011], [0.422, 0.012, -0.116], [-0.250, 0.073, 0.012], [0.169, -0.405, -0.043], [-0.256, -0.189, -0.039], [0.166, -0.014, 0.008], [-0.170, 0.016, 0.028], [-0.066, 0.074, 0.093], [0.026, 0.027, 0.047], [0.072, -0.023, -0.108], [0.116, -0.158, 0.388], [0.256, 0.144, -0.205], [-0.282, 0.326, 0.202], [0.197, -0.230, 0.142], [-0.344, 0.103, -0.248], [0.166, -0.223, -0.100], [0.035, -0.054, 0.198], [-0.037, 0.054, -0.133], [0.053, -0.101, -0.107], [-0.008, 0.006, -0.007], [-0.012, 0.019, 0.057], [-0.057, 0.105, -0.012], [-0.029, 0.036, -0.068], [0.022, -0.048, -0.077], [0.040, -0.082, 0.014], [-0.004, -0.001, 0.032], [0.156, -0.200, 0.221], [-0.049, -0.054, 0.071], [-0.019, -0.008, -0.104], [-0.041, -0.112, -0.044], [0.110, -0.105, -0.017]],
  "relative_energy_kj_mol": 0.0,
  "gap_ev": 8.71,
  "max_force_ev_per_a": 1.22,
  "smiles": "COc1ccc(-n2c(Cc3cc(=O)[nH]c(=O)[nH]3)nnc2SCC(=O)Nc2ccccc2)cc1"
}